No. 1
# C4H8O2

One molecule with the formula C4H8O2 (wB97M-V/def2-TZVPD, the OMol25 dataset).

Summary:
* relative energy (zero: lowest compared OMol25 entry of this formula, charge and spin): 49.1 kcal/mol
* total energy: -307.6341 hartree
* HOMO level: -0.3034 Ha
* M: 88.11 g mol⁻¹
* structure (SMILES): CO/C=C(\C)O
* lowest unoccupied orbital energy: 0.9382 eV
* multiplicity: 1

CARTESIAN COORDINATES (ANGSTROEM)
1 C -2.1692 0.5900 -0.1812
2 O -1.1505 0.3334 0.7520
3 C -0.3217 -0.6786 0.3699
4 C 0.9907 -0.5198 0.1820
5 C 1.6981 0.7401 -0.1972
6 O 1.7678 -1.6473 0.2447
7 H -2.7199 -0.3281 -0.4369
8 H -2.8456 1.3090 0.2842
9 H -1.7346 1.0120 -1.0958
10 H -0.7774 -1.6603 0.2002
11 H 2.5467 0.9850 0.4484
12 H 0.9870 1.5703 -0.2040
13 H 2.0877 0.6117 -1.2169
14 H 1.2202 -2.2529 0.7644



No. 2
# C4H8O2

A 2-piece molecular cluster, C4H8O2 overall at a distorted geometry (wB97M-V/def2-TZVPD, the OMol25 dataset).

Summary:
* relative energy (zero: lowest compared OMol25 entry of this formula, charge and spin): 61.8 kcal/mol
* total energy: -307.6140 hartree
* HOMO level: -0.3485 Ha
* M: 88.11 g mol⁻¹
* structure (SMILES): CC=O.CC=O
* lowest unoccupied orbital energy: 0.9982 eV
* multiplicity: 1

CARTESIAN COORDINATES (ANGSTROEM)
1 C -2.2352 -0.5662 -1.4165
2 C -1.7535 0.8024 -1.6004
3 O -0.5699 0.9657 -1.8350
4 H -1.6582 -1.1054 -2.2366
5 H -2.0290 -1.0861 -0.4380
6 H -3.3304 -0.5246 -1.7632
7 H -2.5179 1.6582 -1.5030
8 C 2.3040 0.0006 2.1373
9 C 1.6744 -0.0878 0.8360
10 O 0.8929 0.8295 0.4879
11 H 1.6581 0.4266 2.8471
12 H 2.5185 -1.0054 2.6070
13 H 3.1887 0.6015 1.7512
14 H 1.8574 -0.9089 0.1262



No. 3
# C4H8O2

One molecule with the formula C4H8O2 (wB97M-V/def2-TZVPD, the OMol25 dataset).

Summary:
* relative energy (zero: lowest compared OMol25 entry of this formula, charge and spin): 48.3 kcal/mol
* total energy: -307.6355 hartree
* HOMO level: -0.3773 Ha
* M: 88.11 g mol⁻¹
* structure (SMILES): C[C@H]1O[C@H]1CO
* lowest unoccupied orbital energy: 0.9810 eV
* multiplicity: 1

CARTESIAN COORDINATES (ANGSTROEM)
1 C 0.2646 1.2583 -1.3845
2 C -0.8088 0.8584 -0.4067
3 O -1.4422 -0.4043 -0.5807
4 C -0.6419 -0.2142 0.5763
5 C 0.6523 -1.0084 0.7224
6 O 0.7204 -1.6397 1.9850
7 H 0.5509 0.4000 -1.9935
8 H 1.1589 1.6335 -0.8773
9 H -0.0771 2.0412 -2.0654
10 H -1.5148 1.6442 -0.1476
11 H -1.1945 -0.1422 1.5180
12 H 1.5357 -0.3533 0.6882
13 H 0.7472 -1.7394 -0.0954
14 H 0.0492 -2.3340 2.0610



No. 4
# C4H8O2

C4H8O2 as an isolated structure (wB97M-V/def2-TZVPD, the OMol25 dataset).

Summary:
* relative energy (zero: lowest compared OMol25 entry of this formula, charge and spin): 129.4 kcal/mol
* total energy: -307.5062 hartree
* HOMO level: -0.2820 Ha
* M: 88.11 g mol⁻¹
* lowest unoccupied orbital energy: 0.7272 eV
* multiplicity: 1

CARTESIAN COORDINATES (ANGSTROEM)
1 C 0.1453 0.6297 1.3018
2 C 1.2284 0.3341 0.4712
3 O 1.2180 -0.5991 -0.4411
4 C -0.1239 -1.0504 -0.7926
5 C -1.0353 0.1851 -1.1102
6 O -0.7356 1.2975 -0.3851
7 H 0.1718 1.5637 1.8513
8 H 1.1579 -0.0607 1.9364
9 H -0.6831 -0.0448 1.4626
10 H 2.1280 0.9436 0.4927
11 H 0.0254 -1.7003 -1.6566
12 H -0.4845 -1.6685 0.0381
13 H -2.0692 -0.2089 -0.9701
14 H -0.9431 0.3788 -2.1983



No. 5
# C4H8O2

One molecule with the formula C4H8O2 (wB97M-V/def2-TZVPD, the OMol25 dataset).

Summary:
* relative energy (zero: lowest compared OMol25 entry of this formula, charge and spin): 65.4 kcal/mol
* total energy: -307.6082 hartree
* HOMO level: -0.3600 Ha
* M: 88.11 g mol⁻¹
* structure (SMILES): COC[C@H]1CO1
* lowest unoccupied orbital energy: 1.0540 eV
* multiplicity: 1

CARTESIAN COORDINATES (ANGSTROEM)
1 C 1.3171 -1.2871 0.8413
2 O 0.8156 -0.6756 -0.3176
3 C 0.6336 0.7292 -0.2871
4 C -0.7275 0.9383 -0.9228
5 C -1.7988 0.2086 -0.2621
6 O -1.7563 1.6328 -0.2284
7 H 2.4129 -1.2120 0.9001
8 H 0.8767 -0.8687 1.7620
9 H 1.0343 -2.3437 0.7838
10 H 1.4479 1.2220 -0.8389
11 H 0.6181 1.1276 0.7388
12 H -0.7474 1.0744 -2.0041
13 H -1.5507 -0.2724 0.6890
14 H -2.5753 -0.2732 -0.8540



No. 6
# C4H8O2

One molecule with the formula C4H8O2 at a distorted geometry (wB97M-V/def2-TZVPD, the OMol25 dataset).

Summary:
* relative energy (zero: lowest compared OMol25 entry of this formula, charge and spin): 61.6 kcal/mol
* total energy: -307.6143 hartree
* HOMO level: -0.3723 Ha
* M: 88.11 g mol⁻¹
* structure (SMILES): C[C@@H](O)[C@H]1CO1
* lowest unoccupied orbital energy: 1.0166 eV
* multiplicity: 1

CARTESIAN COORDINATES (ANGSTROEM)
1 C 1.3657 -0.5521 0.8934
2 C 0.5512 0.4257 0.1192
3 O 1.3991 1.3684 -0.4829
4 C -0.4732 -0.1313 -0.7481
5 C -1.8075 -0.4694 -0.3036
6 O -1.7337 0.8571 -0.6524
7 H 2.0459 -1.0849 0.2248
8 H 1.9670 -0.0048 1.6215
9 H 0.7425 -1.2909 1.4013
10 H -0.2254 0.9453 0.8182
11 H 0.8404 1.9790 -0.9882
12 H -0.2411 -0.3317 -1.7823
13 H -1.9630 -0.6071 0.7608
14 H -2.4680 -1.1033 -0.8819



No. 7
# C4H8O2

C4H8O2 as an isolated structure (wB97M-V/def2-TZVPD, the OMol25 dataset).

Summary:
* relative energy (zero: lowest compared OMol25 entry of this formula, charge and spin): 141.7 kcal/mol
* total energy: -307.4867 hartree
* HOMO level: -0.2568 Ha
* M: 88.11 g mol⁻¹
* lowest unoccupied orbital energy: 0.1581 eV
* multiplicity: 1

CARTESIAN COORDINATES (ANGSTROEM)
1 C -1.0245 0.4039 -1.0752
2 C -0.0434 0.4488 0.0792
3 O 0.0839 1.7305 0.6511
4 C -0.0613 -0.6503 1.0204
5 C 1.3841 -0.0250 -0.2729
6 O 1.3561 -1.5417 0.1835
7 H -2.0502 0.6354 -0.7539
8 H -1.0296 -0.5902 -1.5351
9 H -0.7070 1.1240 -1.8336
10 H -0.8059 2.0854 0.7730
11 H 0.3568 -0.4612 2.0034
12 H -0.7075 -1.5236 0.9384
13 H 2.0916 0.3939 0.4512
14 H 1.1569 -2.0298 -0.6294



No. 8
# C4H8O2

One molecule with the formula C4H8O2 at a distorted geometry (wB97M-V/def2-TZVPD, the OMol25 dataset).

Summary:
* relative energy (zero: lowest compared OMol25 entry of this formula, charge and spin): 61.1 kcal/mol
* total energy: -307.6150 hartree
* HOMO level: -0.3498 Ha
* M: 88.11 g mol⁻¹
* structure (SMILES): C=CCOCO
* lowest unoccupied orbital energy: 1.0402 eV
* multiplicity: 1

CARTESIAN COORDINATES (ANGSTROEM)
1 C 1.1384 -1.2053 0.7019
2 C 0.0555 -0.4752 1.0044
3 C -0.0106 1.0182 0.7524
4 O -0.9772 1.3882 -0.2037
5 C -0.8413 0.5750 -1.3498
6 O -0.8757 -0.7854 -1.0404
7 H 1.1853 -2.2704 0.9001
8 H 2.0342 -0.7210 0.3214
9 H -0.8458 -0.9243 1.4198
10 H -0.2859 1.5144 1.6863
11 H 0.9880 1.3639 0.4423
12 H -1.6974 0.8071 -1.9860
13 H 0.0969 0.8229 -1.8712
14 H 0.0354 -1.1081 -0.7775



No. 9
# C4H8O2

A 2-piece molecular cluster, C4H8O2 overall at a distorted geometry (wB97M-V/def2-TZVPD, the OMol25 dataset).

Summary:
* relative energy (zero: lowest compared OMol25 entry of this formula, charge and spin): 42.4 kcal/mol
* total energy: -307.4428 hartree
* HOMO level (spin up / spin down): -0.2044 / -0.3657 Ha
* M: 88.11 g mol⁻¹
* lowest unoccupied orbital energy (spin up / spin down): 0.6765 / -1.1590 eV
* multiplicity: 3

CARTESIAN COORDINATES (ANGSTROEM)
1 C 0.5997 0.5764 1.1168
2 C 1.0558 0.6323 -0.3425
3 C 0.0432 -0.3496 0.0979
4 C -2.0384 0.0718 -0.6904
5 O 2.3229 0.2214 -0.7263
6 O 0.2984 -1.6910 0.0776
7 H 1.2742 0.1473 1.8458
8 H 0.0109 1.3971 1.4900
9 H 0.7529 1.4968 -0.9162
10 H -2.5317 -0.8645 -0.5150
11 H -1.8194 0.3136 -1.7087
12 H -2.3366 0.8855 -0.0584
13 H 2.3984 -0.7252 -0.5523
14 H -0.0304 -2.1119 0.8819



No. 10
# C4H8O2S

One molecule with the formula C4H8O2S at a distorted geometry (wB97M-V/def2-TZVPD, the OMol25 dataset).

Summary:
* relative energy (zero: lowest compared OMol25 entry of this formula, charge and spin): 34.3 kcal/mol
* total energy: -705.8410 hartree
* HOMO level: -0.3784 Ha
* M: 120.17 g mol⁻¹
* structure (SMILES): O=S1(=O)CCCC1
* lowest unoccupied orbital energy: 0.8582 eV
* multiplicity: 1

CARTESIAN COORDINATES (ANGSTROEM)
1 O -1.6917 1.6361 -0.7018
2 S -0.7164 0.6811 -1.1996
3 O -0.4995 0.3993 -2.6203
4 C 0.8527 1.0215 -0.3267
5 C 1.1047 -0.1199 0.7118
6 C -0.2664 -0.7370 1.1310
7 C -0.9579 -0.9242 -0.2776
8 H 0.8803 2.0273 0.0926
9 H 1.6153 1.1719 -1.0908
10 H 1.8478 -0.8852 0.4881
11 H 1.4576 0.4019 1.6014
12 H -0.9352 -0.0865 1.6947
13 H -0.2930 -1.6557 1.7169
14 H -1.9786 -1.3057 -0.3039
15 H -0.4196 -1.6250 -0.9158



No. 11
# C4H8O2S2

One molecule with the formula C4H8O2S2 at a distorted geometry (wB97M-V/def2-TZVPD, the OMol25 dataset).

Summary:
* relative energy (zero: lowest compared OMol25 entry of this formula, charge and spin): 52.4 kcal/mol
* total energy: -1104.0055 hartree
* HOMO level: -0.3395 Ha
* M: 152.24 g mol⁻¹
* structure (SMILES): OC[C@]1(S)[C@@H](O)[C@@H]1S
* lowest unoccupied orbital energy: 0.4863 eV
* multiplicity: 1

CARTESIAN COORDINATES (ANGSTROEM)
1 O -1.5875 1.8679 0.9745
2 C -0.4110 1.5239 0.3011
3 C -0.3553 0.0869 -0.1025
4 S -1.6562 -0.3981 -1.1891
5 C 0.2294 -0.8018 0.9438
6 O -0.3770 -2.1058 1.0794
7 C 0.9789 -0.5258 -0.3509
8 S 2.5056 0.4171 -0.3336
9 H -2.3838 1.5892 0.5041
10 H -0.3039 2.1918 -0.5343
11 H 0.4273 1.7711 0.9332
12 H -1.9642 -1.3855 -0.3461
13 H 0.5980 -0.3045 1.8470
14 H -1.1466 -2.0916 1.6904
15 H 0.9009 -1.3311 -1.0731
16 H 3.3463 -0.5388 0.1620



No. 12
# C4H8O2Se

One molecule with the formula C4H8O2Se at a distorted geometry (wB97M-V/def2-TZVPD, the OMol25 dataset).

Summary:
* relative energy (zero: lowest compared OMol25 entry of this formula, charge and spin): 70.3 kcal/mol
* total energy: -2708.9964 hartree
* HOMO level: -0.2828 Ha
* M: 167.07 g mol⁻¹
* lowest unoccupied orbital energy: 0.7356 eV
* multiplicity: 1

CARTESIAN COORDINATES (ANGSTROEM)
1 C -0.7865 0.1485 -1.2838
2 C -1.5441 -0.6578 -0.1898
3 C 0.5834 0.6523 -0.7056
4 C 1.2915 -0.8924 0.8076
5 O 0.2581 1.7262 0.1410
6 O 1.4053 -0.1451 1.9911
7 Se -0.3339 -2.0166 0.6743
8 H -0.7070 -0.1814 -2.3432
9 H -1.3599 1.0843 -1.3682
10 H -1.7126 0.0620 0.5655
11 H -2.4763 -1.2445 -0.3244
12 H 1.5738 0.5720 -1.2834
13 H 2.1504 -1.3794 0.4568
14 H 1.0698 2.2108 0.3623
15 H 0.5880 0.0611 2.4997